# 1
{
  "formula": "C22H41BrNP3SeV",
  "method": "ωB97M-V/def2-TZVPD",
  "multiplicity": 3,
  "charge": 3,
  "s_squared": 2.029,
  "orbital_gap_ev": [4.111, 4.757],
  "relative_energy_kj_mol": 0.0,
  "species": ["V", "P", "P", "P", "H", "C", "C", "H", "C", "C", "C", "C", "C", "C", "C", "C", "C", "H", "H", "H", "H", "H", "H", "H", "H", "H", "H", "H", "H", "H", "H", "H", "H", "H", "H", "H", "H", "H", "H", "H", "H", "H", "H", "H", "H", "H", "C", "C", "C", "C", "C", "C", "Se", "H", "H", "H", "H", "H", "H", "Br", "C", "C", "C", "C", "N", "C", "H", "H", "H", "H"],
  "positions_angstrom": [[0.017, 0.375, 1.001], [0.307, 2.339, 2.221], [-2.300, 0.784, 0.699], [2.342, 0.098, 0.642], [-1.300, -2.646, -6.727], [-0.520, -3.398, -6.546], [-0.664, -4.324, -5.580], [-1.641, -4.498, -5.114], [0.400, 3.886, 1.259], [-1.011, 2.742, 3.420], [1.772, 2.491, 3.305], [-3.012, -0.362, -0.519], [-3.355, 0.408, 2.147], [-2.939, 2.422, 0.208], [2.676, -1.235, -0.542], [3.283, -0.500, 2.097], [3.381, 1.491, 0.095], [0.336, -3.355, -7.246], [0.160, -4.963, -5.248], [0.458, 4.715, 1.975], [-0.488, 4.001, 0.629], [1.293, 3.877, 0.626], [-0.687, 3.635, 3.970], [-1.149, 1.917, 4.130], [-1.963, 2.949, 2.920], [1.646, 3.414, 3.890], [2.700, 2.551, 2.727], [1.829, 1.640, 3.994], [-4.095, -0.182, -0.583], [-2.844, -1.394, -0.193], [-2.554, -0.224, -1.504], [-4.375, 0.751, 1.922], [-2.982, 0.914, 3.044], [-3.357, -0.676, 2.322], [-4.033, 2.359, 0.157], [-2.539, 2.703, -0.772], [-2.666, 3.195, 0.932], [3.759, -1.382, -0.634], [2.249, -1.005, -1.522], [2.223, -2.165, -0.181], [4.319, -0.699, 1.782], [2.829, -1.426, 2.475], [3.274, 0.247, 2.898], [4.417, 1.141, 0.016], [3.349, 2.322, 0.806], [3.035, 1.854, -0.876], [0.142, 0.614, -3.131], [-0.163, -0.755, -3.165], [-0.148, -1.413, -4.402], [0.243, -0.742, -5.563], [0.603, 0.606, -5.518], [0.569, 1.273, -4.300], [0.039, 1.748, -1.557], [0.055, 0.329, -0.845], [-0.397, -1.316, -2.253], [-0.439, -2.464, -4.460], [0.275, -1.268, -6.513], [0.906, 1.107, -6.437], [0.880, 2.312, -4.244], [-1.067, -5.251, 2.271], [-0.623, -3.493, 2.883], [-0.459, -3.260, 4.252], [-0.185, -1.964, 4.689], [-0.076, -0.947, 3.749], [-0.206, -1.190, 2.432], [-0.473, -2.434, 1.973], [-0.555, -4.080, 4.950], [-0.054, -1.716, 5.731], [0.122, 0.087, 4.035], [-0.571, -2.573, 0.898]],
  "mulliken_spin": [2.1130, -0.1106, -0.0627, -0.0662, 0.0000, 0.0001, 0.0002, 0.0000, 0.0230, 0.0246, 0.0196, 0.0053, 0.0078, 0.0082, 0.0039, 0.0068, 0.0091, 0.0000, 0.0000, -0.0007, 0.0002, -0.0006, -0.0007, -0.0008, 0.0009, -0.0014, 0.0017, -0.0007, -0.0010, 0.0004, 0.0026, -0.0021, -0.0012, 0.0015, -0.0015, 0.0021, -0.0008, -0.0004, 0.0025, -0.0005, -0.0020, 0.0009, -0.0015, -0.0013, -0.0015, 0.0010, 0.0092, 0.0090, -0.0030, -0.0006, -0.0012, -0.0031, 0.0437, -0.0484, 0.0017, 0.0002, 0.0000, -0.0002, 0.0000, -0.0005, -0.0013, -0.0031, 0.0062, 0.0591, -0.0459, 0.0234, -0.0001, -0.0005, -0.0164, -0.0054]
}

# 2
{
  "formula": "C18H16ClN3O3S2",
  "method": "ωB97M-V/def2-TZVPD",
  "smiles": "O=C(CSc1nc2cc(Cl)ccc2s1)N1CCN(C(=O)c2ccco2)CC1",
  "charge": 0,
  "orbital_gap_ev": 8.972,
  "relative_energy_kj_mol": 1.8,
  "species": ["O", "C", "C", "S", "C", "N", "C", "C", "C", "Cl", "C", "C", "C", "S", "N", "C", "C", "N", "C", "O", "C", "C", "C", "C", "O", "C", "C", "H", "H", "H", "H", "H", "H", "H", "H", "H", "H", "H", "H", "H", "H", "H", "H"],
  "positions_angstrom": [[-1.056, 1.525, -2.675], [-1.025, 1.921, -1.528], [-1.083, 3.423, -1.268], [0.184, 4.141, -0.167], [1.570, 3.214, -0.605], [1.544, 2.207, -1.393], [2.776, 1.650, -1.549], [3.063, 0.547, -2.344], [4.370, 0.103, -2.386], [4.764, -1.266, -3.362], [5.387, 0.727, -1.664], [5.110, 1.824, -0.872], [3.806, 2.283, -0.815], [3.151, 3.626, 0.082], [-1.016, 1.086, -0.469], [-0.921, -0.340, -0.702], [-2.176, -1.048, -0.177], [-2.357, -0.730, 1.220], [-2.184, -1.543, 2.297], [-2.127, -1.086, 3.430], [-2.107, -3.003, 2.122], [-1.773, -3.899, 3.108], [-1.884, -5.183, 2.537], [-2.285, -4.984, 1.251], [-2.421, -3.677, 0.988], [-2.452, 0.696, 1.449], [-1.199, 1.412, 0.925], [-2.038, 3.704, -0.821], [-0.985, 3.912, -2.238], [2.275, 0.074, -2.906], [6.394, 0.347, -1.729], [5.891, 2.313, -0.312], [-0.035, -0.724, -0.184], [-0.815, -0.497, -1.776], [-3.050, -0.689, -0.732], [-2.084, -2.119, -0.326], [-1.487, -3.646, 4.107], [-1.696, -6.122, 3.016], [-2.500, -5.667, 0.452], [-2.557, 0.858, 2.523], [-3.337, 1.076, 0.928], [-1.307, 2.484, 1.074], [-0.326, 1.067, 1.492]],
  "lowdin_charge": [0.0479, -0.5505, -0.3305, 0.9356, -0.9141, 0.0607, -0.2948, -0.0279, -0.6719, 0.6755, -0.1106, -0.0853, -0.4680, 1.0357, -0.0645, -0.1021, -0.1032, -0.0391, -0.3866, 0.0604, -0.1710, 0.0117, -0.0455, -0.1011, 0.0236, -0.1061, -0.1319, 0.0882, 0.0900, 0.1178, 0.1035, 0.1104, 0.1375, 0.1246, 0.1394, 0.1155, 0.1198, 0.1035, 0.1243, 0.1238, 0.1348, 0.0791, 0.1415]
}

# 3
{
  "formula": "C31H58BIN6O5P",
  "method": "ωB97M-V/def2-TZVPD",
  "charge": -1,
  "orbital_gap_ev": 5.836,
  "species": ["C", "C", "C", "O", "C", "C", "O", "O", "N", "B", "O", "O", "C", "C", "I", "C", "C", "P", "C", "C", "H", "H", "H", "H", "H", "H", "H", "H", "H", "H", "H", "H", "H", "H", "H", "H", "H", "H", "H", "H", "H", "H", "H", "C", "C", "C", "C", "N", "H", "H", "H", "H", "H", "H", "H", "C", "C", "C", "C", "N", "H", "H", "H", "H", "H", "H", "H", "C", "C", "C", "C", "N", "H", "H", "H", "H", "H", "H", "H", "C", "C", "C", "C", "N", "H", "H", "H", "H", "H", "H", "H", "C", "C", "C", "C", "N", "H", "H", "H", "H", "H", "H", "H"],
  "positions_angstrom": [[-1.238, -1.206, 1.936], [-1.202, -2.490, 0.976], [0.121, -2.421, 0.115], [0.106, -1.159, -0.516], [1.236, -0.952, -1.405], [0.827, -1.553, -2.797], [0.977, -0.858, -3.828], [0.251, -2.694, -2.947], [2.491, -1.300, -0.786], [3.018, -0.394, 0.256], [2.390, -0.444, 1.545], [4.057, 0.549, 0.114], [5.133, 0.350, 1.026], [3.441, -2.187, -1.418], [2.806, -4.300, -1.534], [4.104, -1.734, -2.768], [5.302, -0.717, -2.601], [1.226, 0.950, -1.601], [-0.433, 1.508, -2.285], [2.637, 1.515, -2.672], [-1.671, -1.468, 2.937], [-1.893, -0.399, 1.532], [-0.216, -0.787, 2.102], [-2.119, -2.434, 0.352], [-1.161, -3.368, 1.657], [0.088, -3.298, -0.566], [0.950, -2.571, 0.852], [2.561, -1.333, 1.901], [4.831, -0.075, 2.011], [5.605, 1.342, 1.242], [5.944, -0.295, 0.598], [4.309, -2.265, -0.706], [4.553, -2.660, -3.213], [3.400, -1.340, -3.529], [5.642, -0.574, -1.555], [5.050, 0.227, -3.128], [6.183, -1.138, -3.155], [-0.951, 0.636, -2.761], [-1.091, 1.949, -1.506], [-0.283, 2.260, -3.112], [2.922, 0.822, -3.494], [2.370, 2.478, -3.163], [3.565, 1.733, -2.086], [-6.360, -0.485, 1.628], [-5.857, -1.357, 0.483], [-5.619, -2.811, 0.901], [-4.594, -2.870, 1.969], [-3.805, -2.905, 2.796], [-5.628, -0.424, 2.436], [-6.543, 0.532, 1.279], [-7.295, -0.877, 2.039], [-4.931, -0.929, 0.091], [-6.589, -1.337, -0.329], [-5.273, -3.396, 0.047], [-6.543, -3.263, 1.268], [0.478, 2.821, 4.858], [-0.874, 2.710, 5.556], [-1.746, 1.590, 4.987], [-2.022, 1.838, 3.553], [-2.234, 2.019, 2.444], [0.365, 3.068, 3.801], [1.077, 3.611, 5.314], [1.037, 1.885, 4.933], [-1.398, 3.665, 5.471], [-0.711, 2.527, 6.622], [-2.692, 1.541, 5.524], [-1.246, 0.624, 5.092], [2.595, 7.278, -3.692], [1.954, 6.950, -2.347], [2.032, 5.461, -1.998], [1.320, 4.659, -3.019], [0.770, 4.039, -3.808], [2.083, 6.774, -4.514], [2.542, 8.351, -3.886], [3.646, 6.981, -3.708], [0.909, 7.271, -2.363], [2.455, 7.525, -1.564], [1.574, 5.278, -1.024], [3.072, 5.131, -1.950], [-7.516, 0.400, 7.225], [-6.920, 0.168, 5.841], [-5.389, 0.158, 5.844], [-4.870, 1.464, 6.322], [-4.472, 2.472, 6.691], [-7.235, 1.376, 7.625], [-8.606, 0.369, 7.179], [-7.184, -0.368, 7.928], [-7.282, 0.945, 5.163], [-7.279, -0.788, 5.453], [-5.012, -0.024, 4.836], [-5.012, -0.633, 6.495], [2.651, -4.780, -5.588], [3.209, -5.041, -6.982], [4.740, -5.064, -7.019], [5.289, -3.757, -6.580], [5.713, -2.749, -6.242], [2.948, -3.800, -5.211], [1.561, -4.802, -5.603], [2.996, -5.538, -4.880], [2.834, -4.273, -7.664], [2.832, -6.003, -7.343], [5.089, -5.268, -8.033], [5.126, -5.848, -6.364]],
  "lowdin_charge": [-0.1343, -0.1961, -0.2669, -0.1334, -0.4774, -0.6732, -0.0822, -0.1312, 0.0012, -0.7303, 0.0996, -0.0184, -0.1013, -0.6244, 0.8184, -0.2532, -0.0856, 1.0325, -0.2704, -0.2780, 0.0334, 0.0417, 0.0614, 0.0895, 0.0930, 0.0734, 0.1036, 0.0965, 0.0890, 0.0944, 0.0838, 0.0805, 0.0621, 0.0920, 0.0484, 0.0569, 0.0683, 0.0424, 0.0253, -0.0030, 0.0294, -0.0049, 0.0277, -0.1120, -0.2564, -0.1776, -0.2175, 0.1726, 0.0541, 0.0753, 0.0724, 0.1169, 0.1079, 0.1186, 0.1135, -0.1098, -0.2670, -0.1858, -0.2304, 0.1611, 0.0732, 0.0673, 0.0770, 0.1098, 0.1056, 0.0482, 0.1206, -0.1163, -0.2702, -0.1704, -0.2240, 0.1683, 0.0704, 0.0674, 0.0758, 0.1099, 0.1045, 0.1201, 0.1211, -0.1139, -0.2672, -0.1679, -0.2350, 0.1631, 0.0699, 0.0705, 0.0765, 0.1128, 0.1081, 0.1044, 0.1243, -0.1134, -0.2707, -0.1913, -0.2314, 0.1472, 0.0641, 0.0820, 0.0589, 0.1109, 0.1018, 0.1076, 0.1145]
}

| no. | total energy (eV) |
| --- | --- |
| 1 | -213884.699 |
| 2 | -63731.856 |
| 3 | -70332.829 |